# C7H6Cl2

The molecule C7H6Cl2 at a distorted geometry (wB97M-V/def2-TZVPD, OMol25).

## Properties
energy above the lowest of the compared OMol25 structures with the same formula, charge and spin = 479.3 kJ/mol
HOMO-LUMO gap (spin up / spin down) = 7.554 / 7.552 eV
net charge = 0

Last column: natural (NBO) charge in e.
Atoms and positions in Å:
C1 -1.014 0.643 0.448  -0.291
C2 0.172 1.197 0.718  -0.153
C3 -2.340 -1.242 -0.424  -0.276
C4 -1.138 -0.696 -0.039  0.013
C5 1.835 0.303 -0.957  -0.428
C6 1.397 0.462 0.541  -0.347
C7 1.266 -0.776 -0.087  0.067
Cl1 -3.946 -0.514 0.008  -0.080
Cl2 1.870 -2.344 0.166  0.083
H1 -1.964 1.060 0.710  0.235
H2 0.218 2.171 1.157  0.219
H3 -2.728 -2.317 -0.659  0.249
H4 1.252 0.842 -1.706  0.236
H5 2.833 0.468 -1.122  0.222
H6 2.288 0.745 1.245  0.250



# C34H34N4O2Pt

A structure of composition C34H34N4O2Pt (wB97M-V/def2-TZVPD, OMol25).

## Properties
energy above the lowest of the compared OMol25 structures with the same formula, charge and spin = 0.4 kJ/mol
HOMO-LUMO gap = 2.099 eV
net charge = +2

Last column: Mulliken charge in e.
Atoms and positions in Å:
Pt1 0.093 0.866 -0.882  0.189
O1 -0.066 7.488 -2.236  -0.685
C1 0.988 6.846 -2.265  0.394
O2 2.187 7.124 -2.353  -0.686
C2 0.751 5.312 -2.060  -0.362
C3 -0.541 4.829 -1.875  -0.773
C4 -0.720 3.486 -1.630  0.870
N1 0.347 2.667 -1.599  0.550
C5 1.609 3.110 -1.750  0.873
C6 1.837 4.444 -1.998  -0.781
C7 2.613 2.046 -1.572  0.344
C8 3.960 2.214 -1.833  -0.784
C9 4.818 1.136 -1.691  -0.525
C10 4.307 -0.093 -1.299  -1.045
C11 2.956 -0.198 -1.045  0.183
N2 2.125 0.846 -1.158  -0.123
C12 -1.984 2.789 -1.335  0.332
C13 -3.230 3.376 -1.463  -0.787
C14 -4.364 2.619 -1.218  -0.524
C15 -4.228 1.285 -0.860  -1.036
C16 -2.960 0.757 -0.740  0.174
N3 -1.860 1.489 -0.953  -0.125
H1 -1.341 5.561 -1.907  0.607
H2 2.819 4.888 -2.122  0.601
H3 4.325 3.178 -2.159  0.472
H4 5.874 1.252 -1.897  0.473
H5 4.942 -0.960 -1.192  0.463
H6 2.513 -1.133 -0.729  0.428
H7 -3.304 4.410 -1.766  0.473
H8 -5.345 3.063 -1.319  0.474
H9 -5.089 0.660 -0.676  0.465
H10 -2.804 -0.275 -0.456  0.431
C17 -0.691 -2.881 -4.374  -1.554
C18 -0.633 -3.010 -2.879  -0.392
C19 -0.798 -4.262 -2.250  -0.435
C20 -0.757 -4.468 -0.853  -1.015
C21 -0.944 -5.842 -0.273  -1.645
C22 -0.542 -3.381 -0.055  -0.069
C23 -0.361 -2.053 -0.618  1.963
C24 -0.420 -1.934 -2.067  -0.202
N4 -0.150 -0.943 0.059  -0.612
C25 -0.062 -0.875 1.557  2.062
C26 0.192 0.569 2.027  -2.765
C27 0.282 0.645 3.558  0.301
C28 -1.035 0.163 4.164  -1.357
C29 -1.287 -1.275 3.717  0.196
C30 -0.136 -2.178 4.176  -1.103
C31 1.187 -1.668 3.591  0.191
C32 1.437 -0.230 4.038  -1.355
C33 1.130 -1.738 2.060  -1.065
C34 -1.406 -1.335 2.190  -1.076
H11 -0.873 -3.842 -4.849  0.421
H12 0.247 -2.484 -4.763  0.375
H13 -1.489 -2.200 -4.671  0.374
H14 -0.969 -5.127 -2.883  0.390
H15 -1.103 -6.585 -1.051  0.451
H16 -1.805 -5.863 0.395  0.368
H17 -0.067 -6.138 0.303  0.367
H18 -0.509 -3.532 1.008  1.085
H19 -0.287 -0.947 -2.500  0.525
H20 -0.623 1.216 1.688  0.584
H21 1.128 0.938 1.598  0.582
H22 0.461 1.684 3.836  0.388
H23 -1.859 0.808 3.848  0.506
H24 -0.989 0.215 5.253  0.515
H25 -2.231 -1.632 4.134  0.328
H26 -0.316 -3.215 3.875  0.481
H27 -0.079 -2.172 5.265  0.503
H28 2.011 -2.306 3.917  0.327
H29 2.386 0.133 3.632  0.498
H30 1.518 -0.183 5.126  0.519
H31 1.033 -2.777 1.756  0.450
H32 2.054 -1.351 1.620  0.435
H33 -2.205 -0.674 1.837  0.437
H34 -1.666 -2.348 1.894  0.465



# C19H15BrCrF6N5O4S2

A structure of composition C19H15BrCrF6N5O4S2 (wB97M-V/def2-TZVPD, OMol25).

## Properties
energy above the lowest of the compared OMol25 structures with the same formula, charge and spin = 63.5 kJ/mol
HOMO-LUMO gap (spin up / spin down) = 6.986 / 6.579 eV
net charge = +2
spin multiplicity = 4

Last column: Löwdin spin population.
Atoms and positions in Å:
Cr1 -0.628 -0.179 -1.012  2.952
C1 0.049 4.097 2.711  -0.004
C2 -1.103 3.454 3.170  0.001
C3 -1.619 2.382 2.485  -0.005
C4 -0.970 1.933 1.319  -0.002
C5 0.189 2.565 0.877  -0.001
C6 0.694 3.648 1.569  0.001
N1 -1.501 0.867 0.545  -0.039
N2 -2.637 0.454 0.874  0.024
C7 -3.242 -0.435 -0.022  0.003
C8 -4.529 -0.852 0.208  0.006
C9 -5.172 -1.589 -0.782  0.014
C10 -4.506 -1.852 -1.965  0.001
C11 -3.198 -1.421 -2.111  0.013
N3 -2.563 -0.748 -1.143  -0.017
H1 0.439 4.951 3.250  0.000
H2 -1.595 3.803 4.069  0.000
H3 -2.508 1.883 2.837  0.000
H4 0.693 2.241 -0.021  0.001
H5 1.584 4.143 1.207  0.000
H6 -5.014 -0.571 1.133  0.000
H7 -6.190 -1.927 -0.639  0.001
H8 -4.982 -2.383 -2.777  0.000
H9 -2.654 -1.616 -3.022  0.000
C12 1.177 -2.953 3.438  -0.001
C13 0.910 -2.908 1.959  -0.001
C14 1.395 -3.874 1.081  0.011
C15 1.139 -3.799 -0.284  -0.001
C16 0.394 -2.736 -0.717  0.010
Br1 -0.012 -2.435 -2.548  -0.001
N4 -0.091 -1.794 0.093  -0.018
C17 0.167 -1.877 1.410  0.007
H10 1.672 -3.880 3.719  0.000
H11 0.250 -2.873 4.007  0.000
H12 1.821 -2.124 3.739  0.000
H13 1.987 -4.698 1.460  0.000
H14 1.511 -4.535 -0.983  0.000
H15 -0.240 -1.091 2.035  0.000
F1 2.073 1.461 -4.769  0.000
C18 1.510 0.500 -4.097  0.001
F2 2.213 -0.603 -4.120  0.000
F3 0.288 0.255 -4.565  0.000
S1 1.264 1.133 -2.300  0.007
O1 1.382 -0.013 -1.325  0.008
O2 -0.219 1.379 -2.264  0.032
N5 2.054 2.399 -1.930  0.000
S2 3.688 2.065 -1.896  0.000
O3 4.490 3.192 -2.171  0.000
O4 3.846 0.819 -2.615  0.000
C19 4.018 1.617 -0.094  0.000
F4 2.908 1.746 0.643  0.000
F5 4.946 2.416 0.377  0.000
F6 4.423 0.362 -0.042  0.000



# CH3N2O3S

A cluster of 2 separate species, CH3N2O3S in total at a distorted geometry (wB97M-V/def2-TZVPD, OMol25).

## Properties
energy above the lowest of the compared OMol25 structures with the same formula, charge and spin = 3.6 kJ/mol
HOMO-LUMO gap = 7.708 eV
net charge = -1

Last column: natural (NBO) charge in e.
Atoms and positions in Å:
C1 -1.558 -0.022 1.649  0.820
N1 -0.391 0.162 1.654  -0.776
N2 0.146 -0.650 -1.203  -1.145
O1 2.513 -0.134 -1.517  -1.034
O2 -2.685 -0.212 1.739  -0.584
O3 1.167 1.483 -0.037  -1.054
S1 1.268 0.676 -1.338  1.592
H1 0.179 -1.427 -0.519  0.369
H2 0.215 0.578 0.936  0.458
H3 -0.854 -0.456 -1.364  0.354



- Among the records above, which one has the lowest net charge?
  CH3N2O3S